[1]
ORCA calculation (the ωB97M-V functional and the def2-TZVPD basis) on 2 unconnected molecules or ions with the total composition C4H14N2O2.

Calculated values
* HOMO: -8.327 eV
* structure (SMILES): NCC[C@H](N)CO.O
* LUMO energy: 0.68 eV
* HOMO-LUMO gap: 9.0 eV

```
! wB97M-V def2-TZVPD RIJCOSX def2/J DEFGRID3
* xyz 0 1
N 0.65417 1.01463 -2.28090
C 0.15198 0.00248 -1.36689
C -0.81752 0.58218 -0.33041
C -0.82734 -0.22970 1.00107
N 0.41873 -0.31372 1.73324
C -1.61442 -1.52408 0.75710
O -1.26339 -2.48683 1.79461
H 1.56982 1.33921 -2.00611
H 0.00562 1.73795 -2.53546
H 1.06306 -0.47532 -0.98887
H -0.32468 -0.86175 -1.83230
H -1.81638 0.48956 -0.72255
H -0.60205 1.61194 -0.09177
H -1.47960 0.44023 1.56895
H 1.22313 -0.14546 1.14291
H 0.44435 -1.24299 2.09225
H -2.69267 -1.42543 0.81815
H -1.23648 -1.95864 -0.16357
H -1.98929 -2.56753 2.38594
O 2.85135 1.95900 -0.62613
H 3.52278 1.35156 -0.32566
H 2.75882 2.70270 -0.02361
*
```

=====

[2]
ORCA calculation (the ωB97M-V functional and the def2-TZVPD basis) on 2 unconnected molecules or ions with the total composition C4H14N2O2.

Calculated values
* HOMO (spin up / spin down): -14.129 / -12.897 eV
* LUMO energy (spin up / spin down): -2.73 / -8.29 eV
* HOMO-LUMO gap (spin up / spin down): 11.4 / 4.6 eV

```
! wB97M-V def2-TZVPD RIJCOSX def2/J DEFGRID3
* xyz 1 2
C 1.02527 -1.68836 0.58817
O 2.01751 -2.17819 -0.23529
C 0.43342 -0.31250 0.09925
C -0.83580 0.02150 0.99376
C -0.88405 1.43384 1.54042
N 0.01972 1.68275 2.61780
N 0.13384 -0.36449 -1.26253
H 1.49539 -1.47073 1.54452
H 0.12580 -2.30808 0.71209
H 1.06267 0.56239 0.28443
H -1.77597 -0.10883 0.44466
H -0.97888 -0.78915 1.72332
H -0.67033 2.10379 0.70398
H -1.91879 1.53501 1.89891
H 0.49285 2.57341 2.57586
H 0.55771 0.92172 2.99043
H 1.79341 -2.09910 -1.14746
H 0.01656 0.55201 -1.68889
H -0.60476 -0.96474 -1.61466
H -2.27396 1.73051 -3.51388
H -1.46375 0.75874 -4.32462
O -1.49193 1.17272 -3.45204
*
```

=====

[3]
ORCA calculation (the ωB97M-V functional and the def2-TZVPD basis) on 2 unconnected molecules or ions with the total composition C4H14N2OS.

Calculated values
* HOMO: -8.401 eV
* structure (SMILES): CNC[C@@H](N)CS.O
* LUMO energy: 0.60 eV
* HOMO-LUMO gap: 9.0 eV

```
! wB97M-V def2-TZVPD RIJCOSX def2/J DEFGRID3
* xyz 0 1
C 0.09789 1.79493 -2.03046
N -0.70173 0.69417 -1.52711
C -0.97824 0.64775 -0.07762
C 0.09550 0.06525 0.85696
N 1.28451 0.85659 1.05573
C -0.61899 -0.24721 2.18341
S 0.50304 -0.54539 3.60926
H -0.51145 2.69758 -2.02791
H 0.37486 1.58691 -3.07382
H 1.07716 1.97153 -1.56476
H -0.41746 -0.21196 -1.88524
H -1.23638 1.67531 0.16308
H -1.85027 -0.00289 0.01851
H 0.39908 -0.90267 0.47008
H 1.04907 1.75186 1.48097
H 1.74092 1.11333 0.19316
H -1.24248 0.58251 2.52411
H -1.25598 -1.11437 2.04612
H 1.57052 -0.88662 2.88185
O -0.02438 -3.57750 -1.91753
H 0.93744 -3.57698 -1.92821
H -0.29261 -4.37213 -1.45060
*
```

=====

[4]
ORCA calculation (the ωB97M-V functional and the def2-TZVPD basis) on a molecular structure, C4H14N2S.

Calculated values
* HOMO (spin up / spin down): -13.253 / -13.252 eV
* LUMO energy (spin up / spin down): -2.79 / -7.03 eV
* HOMO-LUMO gap (spin up / spin down): 10.5 / 6.2 eV

```
! wB97M-V def2-TZVPD RIJCOSX def2/J DEFGRID3
* xyz 1 2
C -1.38924 -3.04382 -0.22929
C -0.21108 -2.74327 0.71242
S -0.49938 -1.26893 1.70412
H -1.50189 -2.27852 -0.99264
H -2.30731 -3.11900 0.35209
H -1.21743 -4.00578 -0.69953
H 0.71104 -2.59645 0.15296
H -0.13717 -3.55202 1.43292
C 0.66800 2.54651 0.08084
N 2.03313 3.02814 -0.01330
C 0.61060 1.17919 -0.57613
N -0.75687 0.57915 -0.51961
H 0.02348 3.22944 -0.47055
H 0.27019 2.48359 1.10283
H 2.05904 3.97467 0.34855
H 2.59104 2.50038 0.65371
H 1.31021 0.48666 -0.09909
H 0.94569 1.27467 -1.60942
H -1.04327 0.24047 -1.43561
H -0.73809 -0.24168 0.45143
H -1.42068 1.32660 -0.34668
*
```

=====

[5]
ORCA calculation (the ωB97M-V functional and the def2-TZVPD basis) on 2 unconnected molecules or ions with the total composition C4H14N3.

Calculated values
* HOMO: -14.717 eV
* LUMO energy: -3.50 eV
* HOMO-LUMO gap: 11.2 eV

```
! wB97M-V def2-TZVPD RIJCOSX def2/J DEFGRID3
* xyz 1 1
C 0.66896 1.68327 1.86293
C 0.86473 -0.38489 0.55207
N 1.07896 1.00464 0.64629
N 0.20769 -1.03136 1.60437
N 1.26426 -1.06818 -0.63526
H 1.39641 1.63495 -0.12658
H -0.18993 -0.47243 2.36726
H -0.24632 -1.87321 1.46373
H 2.18176 -0.78730 -1.03327
H 1.42143 -2.04358 -0.52557
H 1.41165 2.47613 2.02101
H 0.76281 1.14632 2.82951
H -0.27545 2.11055 1.73470
C -2.25873 -0.34836 -1.28543
C -1.48095 0.05381 -2.56130
H -3.27040 -0.80972 -1.48977
H -1.73125 -0.89876 -0.63468
H -2.51935 0.53405 -0.67123
H -0.53461 0.49799 -2.27448
H -1.84695 0.80793 -3.09567
H -1.18030 -0.68156 -3.28234
*
```

=====

[6]
ORCA calculation (the ωB97M-V functional and the def2-TZVPD basis) on 2 unconnected molecules or ions with the total composition C4H14N3.

Calculated values
* HOMO: -14.687 eV
* LUMO energy: -3.16 eV
* HOMO-LUMO gap: 11.5 eV

```
! wB97M-V def2-TZVPD RIJCOSX def2/J DEFGRID3
* xyz 1 1
C -1.67749 0.59301 1.91512
C -2.19305 0.84484 0.49769
H -2.10199 -0.31779 2.32623
H -0.58416 0.48372 1.92054
H -1.83038 1.43526 2.59056
H -3.25597 1.05378 0.55855
H -2.03389 -0.08010 -0.05212
H -1.77742 1.70374 -0.02779
C 0.80856 -2.12330 -0.18929
C 1.37042 0.20654 -0.87744
N 1.56950 -0.88735 -0.16165
N 0.56983 0.15516 -1.94597
N 1.88933 1.38193 -0.50846
H 2.13819 -0.79568 0.66457
H 0.44737 -0.75295 -2.36275
H 0.38275 0.95572 -2.52621
H 2.63554 1.39320 0.16767
H 1.91010 2.12445 -1.18755
H 0.43066 -2.36196 0.78993
H 1.31858 -2.94818 -0.69525
H -0.01646 -2.06403 -0.89637
*
```

=====

[7]
ORCA calculation (the ωB97M-V functional and the def2-TZVPD basis) on 2 unconnected molecules or ions with the total composition C4H14N3.

Calculated values
* HOMO: -14.314 eV
* LUMO energy: -2.95 eV
* HOMO-LUMO gap: 11.4 eV

```
! wB97M-V def2-TZVPD RIJCOSX def2/J DEFGRID3
* xyz 1 1
N 2.20644 0.27407 -0.71979
C 2.42724 1.10507 0.38954
N 1.43042 1.53821 1.08992
H 1.37898 0.48511 -1.29108
H 3.06579 0.18439 -1.26084
H 3.47402 1.25984 0.58650
H 1.80889 1.96404 1.95620
C -1.20553 -1.16210 0.32012
C -1.76806 -0.05280 -0.58563
C -3.17456 -0.31709 -1.07216
N 0.24175 -1.03491 0.70370
H -1.80052 -1.30306 1.22077
H -1.27367 -2.11414 -0.24399
H -1.12495 0.01333 -1.48631
H -1.78199 0.81140 -0.00857
H -3.14163 -1.20641 -1.69387
H -3.87528 -0.48291 -0.27239
H -3.50225 0.52274 -1.70645
H 0.88188 -1.14461 -0.08634
H 0.52528 -0.09881 1.08794
H 0.54065 -1.77096 1.37036
*
```

=====

[8]
ORCA calculation (the ωB97M-V functional and the def2-TZVPD basis) on a gas-phase ion, C4H14N3 (charge +1).

Calculated values
* HOMO: -13.863 eV
* structure (SMILES): CN(N)C(C)(C)[NH3+]
* LUMO energy: -2.97 eV
* HOMO-LUMO gap: 10.9 eV

```
! wB97M-V def2-TZVPD RIJCOSX def2/J DEFGRID3
* xyz 1 1
C 1.61818 1.08732 -0.02514
N 0.89678 -0.03811 -0.52810
N 1.49443 -1.29383 -0.11198
C -0.46893 -0.09909 -0.07743
C -1.32650 0.84155 -0.93679
C -0.76363 0.16449 1.35681
N -0.86391 -1.49572 -0.52355
H 2.66291 0.87906 -0.40354
H 1.24356 2.03094 -0.38172
H 1.66551 1.18205 1.04426
H 2.40906 -1.48875 -0.49824
H 1.89768 -1.13919 0.74670
H -1.15003 0.63435 -2.03600
H -1.01254 1.94160 -0.79310
H -2.48427 0.91381 -0.66597
H -0.19450 -0.53270 1.95759
H -0.59233 1.11923 1.91345
H -1.76102 -0.10531 1.69424
H -1.20030 -1.36204 -1.54341
H -1.59815 -1.83804 0.05216
H -0.00902 -2.08636 -0.49193
*
```

=====

[9]
ORCA calculation (the ωB97M-V functional and the def2-TZVPD basis) on a gas-phase ion, C4H14N3 (charge +1).

Calculated values
* HOMO (spin up / spin down): -6.554 / -15.456 eV
* LUMO energy (spin up / spin down): -2.60 / -8.45 eV
* HOMO-LUMO gap (spin up / spin down): 4.0 / 7.0 eV

```
! wB97M-V def2-TZVPD RIJCOSX def2/J DEFGRID3
* xyz 1 3
C 0.27915 -1.96604 0.11468
C 1.08874 0.57952 -1.24348
C 1.37701 0.91634 1.07577
C -1.78474 -0.46186 0.06879
N -2.01182 1.02019 0.23116
N -0.32202 -0.59996 0.45703
N 0.38523 0.54973 0.07894
H 0.87453 -2.14488 1.09130
H -0.38281 -2.57527 -0.45327
H 0.95478 -1.79757 -0.74159
H 0.51029 0.16547 -2.01506
H 1.24366 1.57534 -1.56897
H 2.14519 0.15451 -1.13297
H 2.23295 0.34911 0.94219
H 1.49589 1.97500 0.95142
H 0.90640 0.95644 2.08638
H -2.07852 -0.79269 -0.89476
H -2.30610 -0.96023 0.83010
H -2.42183 1.53537 -0.48108
H -2.54328 1.30080 1.10693
H -0.49441 1.23297 0.13692
*
```

=====

[10]
ORCA calculation (the ωB97M-V functional and the def2-TZVPD basis) on 2 unconnected molecules or ions with the total composition C4H14N3O.

Calculated values
* HOMO: -13.982 eV
* LUMO energy: -2.85 eV
* HOMO-LUMO gap: 11.1 eV

```
! wB97M-V def2-TZVPD RIJCOSX def2/J DEFGRID3
* xyz 1 1
C -0.01536 -3.05253 0.77155
C -1.00789 -3.17182 1.87346
O 0.73813 -1.71195 0.98685
H 0.70277 -3.88361 0.61410
H -0.44108 -3.00693 -0.20619
H -1.57811 -2.25442 1.96077
H 1.47797 -1.93664 1.42658
H -0.43595 -3.23423 2.79443
H -1.67733 -4.02380 1.87043
C 0.33558 3.10119 -2.51030
C 0.06489 1.57489 -0.45735
N -0.59853 0.50173 0.12167
N -0.32976 2.01062 -1.63226
N 1.21914 2.07644 0.22689
H -1.46389 0.23321 -0.18440
H -0.32312 0.25550 1.02652
H -1.11297 1.55319 -2.04936
H 1.37973 3.09245 0.43237
H 1.59948 1.40938 0.86123
H 1.32131 2.85987 -3.02014
H 0.64845 3.99336 -1.73796
H -0.50347 3.61409 -3.16888
*
```

=====

The following max |F| values (in eV/Å) correspond, in order, to the records above: 2.9, 2.0, 1.5, 1.7, 4.8, 1.9, 2.1, 3.7, 6.7, 5.6.